Entry from OMol25: a 9-piece molecular cluster, C53H58N3O14 overall at a distorted geometry (ωB97M-V with the def2-TZVPD basis set).

Kohn-Sham gap = 7.59 eV
energy above the lowest of the compared OMol25 structures with the same formula, charge and spin = 59.15 kJ/mol
total charge = +1
E_HOMO = -9.86 eV

Cartesian coordinates (Å):
C -56.26595 -30.75213 7.22698
C -55.69287 -30.19789 8.47619
N -54.19229 -30.27114 8.46709
C -53.36830 -29.49047 7.61488
C -52.12200 -29.87953 7.82374
N -52.20289 -30.92702 8.75242
C -53.47896 -31.08523 9.09892
C -51.16190 -31.81881 9.17106
H -56.02055 -31.76532 7.24592
H -55.77696 -30.14873 6.42824
H -57.36722 -30.95925 7.31469
H -55.94617 -30.79950 9.24990
H -56.23937 -29.16505 8.58277
H -53.84574 -28.70344 6.94898
H -51.23253 -29.26465 7.41105
H -53.71283 -31.81182 9.68300
H -50.46607 -31.27721 9.89828
H -50.61275 -32.20180 8.50768
H -51.58008 -32.49605 9.94971
N -50.61881 -35.19549 6.81926
C -49.97434 -35.24771 8.03215
C -50.64658 -35.16966 9.32501
C -52.04617 -35.29194 9.26665
C -52.70958 -35.28408 8.07325
C -52.01536 -35.15605 6.82764
H -48.90889 -35.55528 7.84369
H -50.04981 -35.30357 10.28321
H -52.41189 -35.25498 10.18573
H -53.83057 -35.16131 8.12414
H -52.57157 -35.01574 5.88036
C -47.54798 -28.73248 12.47503
C -46.44691 -28.36724 13.48102
C -46.59831 -28.29216 14.83823
C -47.92139 -28.62094 15.30428
C -49.04272 -28.88826 14.47014
C -48.86293 -28.96578 13.02069
O -49.95895 -29.36456 12.23296
O -45.64458 -27.95235 15.71319
H -47.23267 -28.46148 11.37882
H -45.48834 -28.26929 13.03867
H -48.10162 -28.70755 16.45255
H -49.98612 -29.21149 14.81204
H -50.37178 -30.09978 12.48766
H -44.80643 -27.77877 15.34887
C -57.84685 -33.80894 10.18742
C -59.27080 -33.93909 9.65211
C -59.48254 -34.24638 8.23114
C -58.33154 -34.55836 7.41612
C -57.00175 -34.54794 8.07086
C -56.71620 -34.13425 9.33849
O -55.49505 -34.19050 9.83273
O -60.69930 -34.32114 7.63652
H -58.03417 -33.63506 11.27045
H -60.13349 -33.85649 10.40556
H -58.52779 -34.83041 6.42155
H -56.21697 -35.09544 7.60694
H -55.39127 -34.52860 10.83970
H -60.89493 -33.79235 6.88575
C -47.49325 -32.93880 10.88436
C -48.15499 -33.58690 12.09713
C -47.88335 -34.92373 12.50898
C -46.88446 -35.57679 11.74294
C -46.17204 -34.94750 10.68064
C -46.46939 -33.61790 10.27548
O -45.75703 -33.12323 9.22460
O -48.60696 -35.61556 13.37924
H -47.85545 -32.06006 10.44053
H -48.81443 -33.25685 12.57802
H -46.71916 -36.61318 11.95360
H -45.39981 -35.48098 10.23478
H -46.19632 -32.74481 8.49601
H -49.16686 -35.26240 13.88156
C -45.06388 -31.93147 6.10143
C -45.87104 -30.96079 7.15396
C -47.26710 -31.25943 7.21654
C -47.72619 -32.43382 6.47879
C -47.02321 -33.28710 5.72059
C -45.67659 -32.91236 5.43590
O -44.83718 -33.71933 4.71428
O -47.90759 -30.61942 8.12398
H -44.04864 -31.77282 5.91869
H -45.36584 -30.02657 7.58177
H -48.84569 -32.87109 6.66391
H -47.50158 -34.17110 5.44276
H -43.88408 -33.64371 4.77907
H -47.52811 -29.77303 7.99196
C -54.49475 -25.16646 6.41705
C -55.16499 -25.54172 7.68958
C -56.38623 -26.37784 7.56948
C -56.86093 -26.55652 6.27443
C -56.15563 -26.21101 5.17527
C -55.01331 -25.44827 5.15396
O -54.36261 -25.29487 3.97693
O -57.11433 -26.72553 8.67431
H -53.63016 -24.51300 6.63180
H -54.92144 -25.24886 8.76232
H -57.83075 -27.12672 6.28376
H -56.54525 -26.63271 4.34303
H -53.57997 -24.80441 4.27167
H -57.65785 -26.00213 9.07087
C -51.35724 -30.28209 4.04078
C -52.73160 -30.76173 3.46830
C -53.76117 -29.81223 3.49931
C -53.43368 -28.48847 3.85850
C -52.20809 -28.10917 4.47416
C -51.15374 -28.99354 4.66221
O -49.94710 -28.62655 5.14503
O -54.94576 -30.27823 2.89149
H -50.65187 -31.05148 4.15075
H -53.01756 -31.78647 3.05462
H -54.05033 -27.56629 3.75504
H -51.91607 -26.96406 4.79332
H -49.69948 -27.79081 4.82666
H -55.65476 -29.61867 2.87245
C -49.90879 -26.59350 8.06703
C -50.28883 -25.17651 7.82144
C -51.31484 -24.52062 8.62038
C -51.90257 -25.24006 9.64501
C -51.50352 -26.59481 9.94532
C -50.49872 -27.23674 9.19834
O -50.01218 -28.48072 9.64090
O -51.69219 -23.29272 8.26714
H -49.03394 -27.14979 7.40982
H -49.89407 -24.65130 6.80196
H -52.78086 -24.90371 10.21260
H -51.95338 -27.01864 10.83831
H -49.96591 -28.76510 10.52935
H -52.50146 -22.98031 8.90492

Atomic partial charges in e from the Mulliken method, atoms 1 to 8: -1.054, -0.640, 0.295, -0.256, -0.561, 0.635, -0.490, -0.574

=====

Entry from OMol25: C17H34BBr2N3NbO3 as an isolated structure at a distorted geometry (ωB97M-V with the def2-TZVPD basis set).

Kohn-Sham gap = 6.58 eV
total charge = -1
E_HOMO = -4.28 eV

Cartesian coordinates (Å):
C 4.83284 2.58479 0.42780
C 3.81418 2.81433 -0.70849
C 3.28902 1.51381 -1.39531
Nb 1.93899 0.13997 -0.21924
N 0.60631 -1.15921 0.85358
C 3.63668 -0.84571 0.94131
C 3.95229 -2.27833 0.38391
C 2.91635 -3.35140 0.77596
N 3.54944 -4.69667 0.74859
C 0.01866 0.92639 -1.23509
C -0.75488 -0.16098 -2.04523
C -1.97781 -0.77445 -1.35425
O -2.39124 -1.82692 -1.75807
N -2.70822 -0.09614 -0.23152
C -3.18839 1.14328 -0.71139
C -4.03515 1.17815 -1.83522
C -4.45726 2.44022 -2.27621
C -4.07890 3.63489 -1.68147
C -3.25287 3.59794 -0.54268
C -2.83174 2.35804 -0.08122
B 1.51055 1.74032 1.46575
O 0.82770 2.94189 1.26433
O 1.94577 1.53284 2.80582
H 5.01912 3.56735 0.90222
H 5.80822 2.23442 0.05771
H 4.46772 1.92333 1.22504
H 4.38581 3.36437 -1.49082
H 3.01939 3.52226 -0.42089
H 4.18663 0.94006 -1.71114
H 2.79909 1.83515 -2.33587
H 2.06807 -1.10634 -1.60280
H -0.14501 -0.53847 1.16071
H 1.12692 -1.45447 1.67902
H 4.53964 -0.24534 0.72858
H 3.38653 -0.84410 2.01513
H 4.90339 -2.59258 0.85566
H 4.05491 -2.27461 -0.70948
H 2.07896 -3.36963 0.05919
H 2.46754 -3.14356 1.76413
H 3.61744 -5.05616 1.69085
H 3.02378 -5.31556 0.14765
H 0.23451 1.83042 -1.82653
H -0.62643 1.22120 -0.39359
H -0.10426 -0.98177 -2.36668
H -1.14995 0.33238 -2.95643
H -2.13863 -0.01141 0.60335
H -4.34504 0.25528 -2.32781
H -5.12470 2.46444 -3.14437
H -4.39748 4.61221 -2.05032
H -2.91405 4.49880 -0.02700
H -2.17084 2.27280 0.78878
H 0.88420 3.20677 0.33978
H 1.15959 1.22449 3.28195
Br -5.50521 -5.34883 0.87357
C -5.56547 -3.79609 2.04796
C -5.46232 -2.50722 1.26894
Br -3.63845 -2.12972 0.66990
H -4.76578 -3.91697 2.77161
H -6.52687 -3.86603 2.55794
H -5.72819 -1.66289 1.90334
H -6.08508 -2.50105 0.37905

Atomic partial charges in e from the natural (NBO) method, atoms 1 to 8: -0.616, -0.387, -0.927, 1.861, -1.189, -0.927, -0.402, -0.223

=====

Entry from OMol25: C2HDyO2 as an isolated structure at a distorted geometry (ωB97M-V with the def2-TZVPD basis set).

spin multiplicity = 7
expectation value of S² = 12.02
Kohn-Sham gap (spin up / spin down) = 6.21 / 4.60 eV
energy above the lowest of the compared OMol25 structures with the same formula, charge and spin = 47.01 kJ/mol
total charge = +1
E_HOMO (spin up / spin down) = -11.02 / -11.06 eV

Cartesian coordinates (Å):
O -2.01545 0.45761 1.09289
C -1.18806 0.04268 0.35403
C -0.11962 0.04509 -0.46314
O 1.02597 -0.57393 -0.21084
H -0.77680 -0.17938 -1.40409
Dy 3.07395 0.20794 0.63115

The Mulliken scheme yields these atomic charges, measured in e: -0.361, 0.577, -0.259, -0.732, 0.153, 1.622

=====

Look up the total charge of the third one. +1

=====

Number 3 is which compound? C2HDyO2